1.
Below is 2 unconnected molecules or ions with the total composition C6H7N5O at a distorted geometry, with properties calculated with ωB97M-V with the def2-TZVPD basis set.

Positions of all 19 atoms, in Å:
C  -0.18798  2.85874  -0.22186
C  1.56139  -0.73722  -0.97860
C  1.89604  0.46961  0.77082
C  -1.48666  -0.73300  0.26309
C  -1.13289  -2.15518  0.79478
C  -1.10974  2.03375  -0.89167
N  0.71090  3.36803  0.28104
N  2.82539  -0.67176  -0.74805
N  3.05418  0.04812  0.38354
N  0.88635  -0.04107  0.03023
N  -0.46691  0.09890  -0.03652
O  -2.68857  -0.52757  0.12574
H  0.84677  -1.20490  -1.71132
H  1.60970  1.07350  1.56145
H  -0.13972  -2.27821  1.20553
H  -1.82194  -2.36556  1.54985
H  -1.27855  -2.71963  -0.06432
H  -2.16952  1.81574  -0.51032
H  -0.90825  1.66772  -1.80339

E: -581.67383 hartree
Frontier orbital gap (alpha / beta): 7.63 / 7.64 eV
Molecular weight: 165.2 g/mol
LUMO level (alpha / beta): -2.310 / -2.308 eV
Energy relative to the best compared isomer or geometry (same formula, charge and spin): 484.12 kJ/mol
F_max: 6.20 eV/Å

---

2.
Below is a molecular structure, C42H34BrN3O2PTeW at a distorted geometry, with properties calculated with ωB97M-V with the def2-TZVPD basis set.

Positions of all 85 atoms, in Å:
W  -0.79623  -0.39699  -0.60677
C  -0.57480  2.61685  0.34254
N  -0.83134  1.18731  0.67145
C  -1.13544  0.85529  1.93263
C  -1.62747  -0.42383  2.14968
C  -2.12848  -1.09545  3.28367
C  -2.64290  -2.29055  2.82342
C  -2.42610  -2.32771  1.43463
N  -1.83441  -1.20859  1.01305
C  -0.90426  3.59976  1.43694
C  -2.17224  4.15565  1.56804
C  -2.45548  5.01581  2.61951
C  -1.47147  5.33742  3.54285
C  -0.19519  4.81165  3.40320
C  0.08303  3.94705  2.35547
H  -1.14395  2.84258  -0.56047
H  0.48406  2.70899  0.08541
H  -1.09978  1.57958  2.73752
H  -2.11332  -0.72153  4.29555
H  -3.10994  -3.05831  3.41798
H  -2.70053  -3.09802  0.72943
H  -2.93937  3.93286  0.83767
H  -3.44793  5.43674  2.71424
H  -1.69989  6.00288  4.36484
H  0.58075  5.08114  4.10769
H  1.08196  3.53864  2.24186
O  0.09642  -2.56721  -3.24710
C  0.14199  -2.70959  -2.04874
O  -0.81431  -2.25404  -1.23443
C  1.27121  -3.40890  -1.37819
C  1.83988  -4.51361  -2.00403
C  2.88321  -5.18717  -1.39831
C  3.37010  -4.75642  -0.17055
C  2.82190  -3.64433  0.44405
C  1.76903  -2.95168  -0.15603
P  1.14237  -1.43529  0.65646
C  2.61598  -0.34543  0.70117
C  3.82488  -0.63288  0.07489
C  4.84029  0.31372  0.05758
C  4.66682  1.54562  0.66498
C  3.46891  1.83852  1.30114
C  2.44643  0.90615  1.30386
C  1.00466  -2.08764  2.36370
C  1.44995  -1.37363  3.47313
C  1.35447  -1.92880  4.73990
C  0.81501  -3.19540  4.90799
C  0.36620  -3.90906  3.80675
C  0.45705  -3.35853  2.53856
H  1.44413  -4.82549  -2.96143
H  3.32148  -6.05201  -1.87852
H  4.18337  -5.28445  0.30966
H  3.20716  -3.30779  1.39844
H  3.97344  -1.57890  -0.42406
H  5.77027  0.08951  -0.44856
H  5.45747  2.28379  0.63968
H  3.33012  2.80030  1.77927
H  1.49955  1.14070  1.77018
H  1.88270  -0.39025  3.35409
H  1.71063  -1.37269  5.59759
H  0.75175  -3.63170  5.89633
H  -0.05273  -4.89848  3.93694
H  0.11216  -3.92041  1.67961
Br  -3.95132  1.05164  0.28518
C  -3.74480  0.29620  -1.42851
C  -4.87116  0.19677  -2.21490
C  -4.76179  -0.34976  -3.48025
C  -3.50182  -0.74895  -3.90158
C  -2.42005  -0.59822  -3.07336
N  -2.49480  -0.08356  -1.80501
H  -5.81773  0.54160  -1.82699
H  -5.63164  -0.45864  -4.11254
H  -3.35401  -1.16223  -4.88901
H  -1.43633  -0.89049  -3.41382
Te  1.06251  0.58621  -2.16452
C  0.39223  1.68598  -3.88839
C  -0.87689  2.24464  -3.96973
C  -1.23375  2.99867  -5.07931
C  -0.32562  3.19729  -6.10895
C  0.93935  2.63087  -6.02968
C  1.30049  1.87860  -4.92271
H  -1.59346  2.10785  -3.16801
H  -2.22187  3.43800  -5.13781
H  -0.60188  3.79515  -6.96718
H  1.65244  2.77791  -6.83057
H  2.28868  1.43872  -4.86038

E: -5185.96627 hartree
Frontier orbital gap (alpha / beta): 6.25 / 6.26 eV
Molecular weight: 1035.1 g/mol
LUMO level (alpha / beta): -3.879 / -3.873 eV
Energy relative to the best compared isomer or geometry (same formula, charge and spin): 34.57 kJ/mol
Charge: +1
F_max: 2.63 eV/Å

---

3.
Below is a single C3H7N2O3P molecule at a distorted geometry, with properties calculated with ωB97M-V with the def2-TZVPD basis set.

Positions of all 16 atoms, in Å:
C  -0.52273  -2.44330  -1.26543
C  1.16855  1.93694  0.82059
C  -0.16365  1.53702  1.46678
N  0.37355  -3.00121  -1.81979
N  -0.56409  0.32937  0.74182
O  -0.47778  -0.44152  -3.12828
O  -1.32566  -0.47625  1.29426
O  -0.25358  0.24908  -0.47718
P  -1.06499  -0.71960  -1.82126
H  -1.12386  -2.82125  -0.33334
H  1.20397  1.56911  -0.18888
H  1.32850  3.07178  0.90671
H  2.01089  1.59345  1.28860
H  -0.12498  1.21847  2.54696
H  -1.06169  2.28556  1.35172
H  0.59757  -3.88766  -1.38328

E: -794.90601 hartree
Frontier orbital gap (alpha / beta): 6.16 / 6.30 eV
Molecular weight: 150.1 g/mol
LUMO level (alpha / beta): -1.547 / -1.454 eV
Energy relative to the best compared isomer or geometry (same formula, charge and spin): 553.34 kJ/mol
F_max: 6.98 eV/Å

---

4.
Below is a gas-phase ion, C3H5N4 (charge +1) at a distorted geometry, with properties calculated with ωB97M-V with the def2-TZVPD basis set.

Positions of all 12 atoms, in Å:
H  -2.67211  -0.71570  -1.08867
N  -1.64759  -1.05756  -1.12859
N  -0.83224  -0.26857  -1.38579
C  0.30266  0.22280  -0.82196
N  1.20134  1.01005  -1.45941
C  0.19011  -0.20223  0.59273
N  -0.86877  -0.63747  1.08434
C  0.15272  -0.30023  2.08971
H  1.89102  1.52161  -0.84598
H  1.35747  0.92239  -2.44141
H  0.75883  -1.11670  2.70188
H  0.16656  0.62161  2.70315

E: -335.88342 hartree
Frontier orbital gap (alpha / beta): 8.03 / 8.03 eV
Molecular weight: 97.1 g/mol
LUMO level (alpha / beta): -6.143 / -6.145 eV
Energy relative to the best compared isomer or geometry (same formula, charge and spin): 497.14 kJ/mol
Charge: +1
F_max: 5.98 eV/Å